No. 1
Here is C25H65FO14S as an isolated structure in a non-equilibrium geometry from the Open Molecules 2025 dataset. Energies are from ωB97M-V/def2-TZVPD.

Last column: Löwdin charge in e.
Geometry (Å):
1 C 6.388 -2.229 -0.268  0.1238
2 C 5.241 -1.577 -0.418  0.0013
3 C 3.896 -1.067 -1.169  -0.2166
4 O 2.598 -1.422 -0.531  -0.2161
5 S 1.550 -0.570 -1.580  0.8351
6 O 0.370 0.172 -0.975  -0.2981
7 O 0.945 -1.556 -2.552  -0.2771
8 O 2.579 0.616 -2.258  -0.1309
9 C 3.721 0.562 -1.324  -0.3968
10 C 5.150 1.088 -1.852  0.0102
11 F 3.429 1.232 -0.051  0.0067
12 H 7.505 -2.515 -0.131  0.0747
13 H 3.739 -1.554 -2.220  0.1720
14 H 5.800 1.275 -0.906  0.1159
15 H 5.015 2.070 -2.459  0.0999
16 H 5.616 0.299 -2.564  0.0863
17 C -3.415 -0.198 0.949  -0.0865
18 C -3.194 -1.632 0.513  -0.3214
19 O -2.717 -1.665 -0.826  -0.0878
20 H -4.134 0.297 0.290  0.0799
21 H -3.788 -0.153 1.975  0.0517
22 H -2.482 0.371 0.888  0.0677
23 H -4.131 -2.194 0.553  0.1124
24 H -2.465 -2.130 1.161  0.1033
25 H -1.882 -1.171 -0.852  0.0586
26 C -3.142 -1.778 5.663  -0.0971
27 C -2.739 -0.529 4.905  -0.3117
28 O -3.895 0.143 4.419  -0.1111
29 H -3.711 -2.451 5.017  0.0677
30 H -2.263 -2.308 6.038  0.0770
31 H -3.789 -1.526 6.508  0.0785
32 H -2.111 -0.787 4.049  0.1065
33 H -2.179 0.156 5.550  0.1100
34 H -4.442 0.376 5.185  0.0862
35 C -2.311 3.663 2.505  -0.0881
36 C -2.933 4.112 3.812  -0.3162
37 O -4.236 3.559 3.950  -0.1002
38 H -2.928 3.972 1.657  0.0748
39 H -1.309 4.083 2.383  0.0755
40 H -2.241 2.571 2.467  0.0642
41 H -3.022 5.201 3.842  0.1121
42 H -2.323 3.792 4.663  0.1067
43 H -4.141 2.595 3.929  0.0470
44 C -2.599 3.758 -2.342  -0.0853
45 C -1.440 4.586 -1.824  -0.3188
46 O -0.886 3.979 -0.665  -0.0888
47 H -3.373 3.660 -1.576  0.0750
48 H -3.039 4.216 -3.232  0.0731
49 H -2.269 2.746 -2.593  0.0740
50 H -1.778 5.590 -1.553  0.1149
51 H -0.655 4.679 -2.581  0.0827
52 H -0.582 3.094 -0.917  0.0753
53 C 1.334 4.915 -5.041  -0.0923
54 C 1.746 3.693 -4.244  -0.3258
55 O 3.157 3.523 -4.307  -0.0973
56 H 1.644 4.815 -6.085  0.0782
57 H 0.250 5.056 -5.006  0.0688
58 H 1.819 5.814 -4.649  0.0764
59 H 1.276 2.795 -4.652  0.1177
60 H 1.450 3.792 -3.195  0.0991
61 H 3.563 4.319 -3.936  0.0853
62 C -7.313 1.380 3.786  -0.0888
63 C -8.127 2.626 3.506  -0.3224
64 O -7.984 3.554 4.573  -0.0877
65 H -7.635 0.913 4.721  0.0791
66 H -7.416 0.655 2.975  0.0775
67 H -6.254 1.629 3.903  0.0445
68 H -9.187 2.378 3.412  0.1108
69 H -7.802 3.106 2.578  0.1093
70 H -7.044 3.775 4.643  0.0745
71 C 5.703 1.183 -6.202  -0.0822
72 C 6.295 -0.138 -5.751  -0.3139
73 O 5.588 -0.629 -4.619  -0.1129
74 H 5.749 1.920 -5.395  0.0688
75 H 6.239 1.575 -7.069  0.0758
76 H 4.648 1.064 -6.465  0.0780
77 H 7.343 -0.010 -5.469  0.1144
78 H 6.241 -0.884 -6.550  0.0946
79 H 4.663 -0.746 -4.882  0.0857
80 C 5.246 -4.848 -7.917  -0.0946
81 C 5.102 -3.919 -6.728  -0.3237
82 O 4.398 -2.743 -7.108  -0.0979
83 H 5.780 -4.349 -8.731  0.0778
84 H 5.790 -5.754 -7.641  0.0748
85 H 4.264 -5.132 -8.308  0.0730
86 H 6.085 -3.621 -6.355  0.1116
87 H 4.558 -4.408 -5.914  0.1102
88 H 3.526 -3.015 -7.428  0.0880
89 C -3.400 -6.628 5.500  -0.0954
90 C -3.542 -5.699 6.689  -0.3182
91 O -4.237 -4.519 6.307  -0.1028
92 H -2.859 -6.133 4.688  0.0774
93 H -2.862 -7.539 5.777  0.0738
94 H -4.382 -6.906 5.105  0.0727
95 H -2.559 -5.407 7.066  0.1128
96 H -4.093 -6.185 7.501  0.1073
97 H -5.109 -4.785 5.983  0.0910
98 C 1.859 -1.505 3.332  -0.0865
99 C 2.879 -2.398 2.654  -0.3198
100 O 4.159 -2.213 3.245  -0.0922
101 H 2.153 -0.455 3.247  0.0800
102 H 0.870 -1.632 2.884  0.0691
103 H 1.794 -1.732 4.400  0.0709
104 H 2.956 -2.153 1.593  0.0801
105 H 2.599 -3.453 2.746  0.1116
106 H 4.084 -2.440 4.183  0.0816

The HOMO energy is -9.70 eV. Its multiplicity is 1. The gap between HOMO and LUMO is 9.55 eV. The value obtained for the total energy is -2542.59538 Eh.

No. 2
Here is Ag2H14O11P as an isolated structure in a non-equilibrium geometry from the Open Molecules 2025 dataset. Energies are from ωB97M-V/def2-TZVPD.

Last column: natural (NBO) charge in e.
Geometry (Å):
1 Ag 3.904 -1.895 10.431  0.8695
2 Ag 2.124 -0.576 8.786  0.7914
3 P 4.062 0.793 10.830  1.5836
4 O 3.827 -0.276 11.861  -0.6158
5 O 2.847 -0.116 10.886  -0.7937
6 O 5.325 0.029 10.889  -1.2435
7 O 4.048 0.072 9.538  -1.3224
8 O 4.714 -1.892 8.241  -1.0430
9 H 5.592 -1.908 7.900  0.4711
10 H 4.664 -0.976 8.672  0.5193
11 O 4.266 0.963 7.263  -1.0669
12 H 4.087 0.657 8.224  0.4969
13 H 4.716 1.802 7.377  0.4588
14 O -0.369 -1.085 8.390  -0.9330
15 H -0.078 -1.486 7.584  0.4607
16 H -0.123 -1.752 9.010  0.4858
17 O 1.337 -2.039 10.417  -1.0456
18 H 0.760 -2.523 11.057  0.4916
19 H 1.921 -1.328 10.781  0.4964
20 O 0.713 0.901 10.517  -1.0533
21 H 1.603 0.433 10.762  0.4687
22 H 0.677 1.254 9.613  0.4768
23 O 1.131 1.832 8.050  -0.9562
24 H 2.020 2.248 8.243  0.5073
25 H 1.153 1.639 7.130  0.4723
26 O 1.995 -1.320 6.480  -0.9516
27 H 1.629 -0.592 5.993  0.4639
28 H 2.909 -1.070 6.314  0.5110

As for the total charge: -1. The HOMO energy is -2.08 eV. Its multiplicity is 1. The gap between HOMO and LUMO is 4.48 eV. The value obtained for the total energy is -1470.82622 Eh.

No. 3
Here is a 2-piece molecular cluster, C4H11NO2 overall in a non-equilibrium geometry from the Open Molecules 2025 dataset. Energies are from ωB97M-V/def2-TZVPD.

Last column: natural (NBO) charge in e.
Geometry (Å):
1 C 1.156 -1.002 -0.969  -0.5232
2 C 0.089 -0.663 -1.975  -0.5991
3 C 1.411 0.196 -0.041  0.6278
4 N 0.298 0.412 0.825  -0.1913
5 C 0.039 1.747 1.366  -0.4833
6 O 2.385 0.958 -0.108  -0.3470
7 H 0.920 -1.905 -0.322  0.2412
8 H 2.061 -1.351 -1.614  0.2859
9 H -0.600 0.137 -1.621  0.1902
10 H -0.453 -1.518 -2.078  0.2373
11 H 0.533 -0.217 -2.892  0.2535
12 H -0.282 -0.358 1.132  0.4429
13 H 0.911 2.425 1.002  0.2819
14 H -0.944 2.065 0.997  0.2820
15 H 0.109 1.695 2.452  0.2874
16 H -2.799 -1.631 1.467  0.4950
17 H -2.203 -0.261 0.798  0.4536
18 O -2.632 -0.730 1.580  -0.9347

As for the total charge: +1. The HOMO energy (spin up / spin down) is -15.99 / -15.93 eV. As for the relative energy (zero: lowest compared OMol25 entry of this formula, charge and spin): 146.0 kJ/mol. Its multiplicity is 2. The gap between HOMO and LUMO (spin up / spin down) is 12.05 / 6.78 eV. The value obtained for the total energy is -363.87279 Eh.

No. 4
Here is an isolated ion of composition C3H5NOP and charge -1 in a non-equilibrium geometry from the Open Molecules 2025 dataset. Energies are from ωB97M-V/def2-TZVPD.

Last column: natural (NBO) charge in e.
Geometry (Å):
1 C -0.237 0.435 -0.908  -0.5451
2 C -1.020 -0.660 -0.313  -0.2459
3 C 1.874 -0.057 0.742  -0.9271
4 N -1.544 0.630 -0.298  -0.1259
5 O -1.807 1.144 0.875  -0.7844
6 P 1.326 1.036 -0.364  0.7004
7 H -0.393 0.628 -1.943  0.2028
8 H -1.487 -1.552 -0.963  0.1540
9 H -0.631 -0.999 0.775  0.1594
10 H 1.127 -0.765 1.127  0.2142
11 H 2.792 0.161 1.270  0.1977

As for the total charge: -1. The HOMO energy (spin up / spin down) is -1.70 / -1.70 eV. As for the relative energy (zero: lowest compared OMol25 entry of this formula, charge and spin): 143.0 kJ/mol. Its multiplicity is 1. The gap between HOMO and LUMO (spin up / spin down) is 6.03 / 6.03 eV. The value obtained for the total energy is -588.49248 Eh. The structure (SMILES) is C=P[C@H]1CN1[O-].

No. 5
Here is a 3-piece molecular cluster, C3H10O2 overall in a non-equilibrium geometry from the Open Molecules 2025 dataset. Energies are from ωB97M-V/def2-TZVPD.

Last column: natural (NBO) charge in e.
Geometry (Å):
1 C -1.226 -1.017 -1.139  -0.6471
2 C -1.315 0.091 -0.157  -0.1687
3 C -2.455 0.634 0.232  -0.4116
4 H -0.828 -1.950 -0.754  0.2180
5 H -2.165 -1.219 -1.653  0.2087
6 H -0.522 -0.782 -1.946  0.2014
7 H -0.382 0.490 0.206  0.2122
8 H -2.463 1.422 0.969  0.1992
9 H -3.381 0.257 -0.184  0.1839
10 H 2.974 -1.108 2.527  0.4691
11 H 2.344 -0.808 1.129  0.4761
12 O 2.177 -0.829 2.074  -0.9444
13 H 1.975 2.040 -1.326  0.4749
14 H 1.836 0.595 -1.777  0.4684
15 O 1.727 1.160 -0.997  -0.9400

The HOMO energy is -9.32 eV. As for the relative energy (zero: lowest compared OMol25 entry of this formula, charge and spin): 76.5 kJ/mol. Its multiplicity is 1. The gap between HOMO and LUMO is 9.88 eV. The value obtained for the total energy is -270.74267 Eh. The structure (SMILES) is C=CC.O.O.

No. 6
Here is a 2-piece molecular cluster, C6H13NO3 overall in a non-equilibrium geometry from the Open Molecules 2025 dataset. Energies are from ωB97M-V/def2-TZVPD.

Last column: natural (NBO) charge in e.
Geometry (Å):
1 C -0.723 1.366 2.014  0.6299
2 C -0.701 1.069 -1.103  -0.7276
3 C -1.319 -1.184 0.069  -0.6987
4 C 1.770 -1.722 -0.775  -0.4173
5 C 0.444 0.690 1.634  -0.1643
6 C -0.271 -0.229 -0.521  0.4455
7 N 0.974 -0.551 -0.966  -0.5770
8 O -0.727 2.673 1.712  -0.7091
9 O -1.675 0.852 2.657  -0.7190
10 O 1.627 1.381 1.300  -0.7351
11 H -1.813 1.159 -1.013  0.2332
12 H -0.253 1.940 -0.511  0.2856
13 H -0.528 1.209 -2.185  0.2210
14 H -2.091 -1.006 -0.679  0.2324
15 H -0.858 -2.112 0.271  0.2222
16 H -1.566 -0.733 1.045  0.2960
17 H 1.172 -2.402 -0.003  0.2130
18 H 1.900 -2.339 -1.770  0.2075
19 H 2.775 -1.452 -0.333  0.2258
20 H 0.571 -0.303 2.034  0.1671
21 H 1.796 2.048 1.980  0.4784
22 H 1.284 0.185 -1.567  0.3956
23 H -1.476 2.978 2.268  0.4951

The HOMO energy is -6.81 eV. As for the relative energy (zero: lowest compared OMol25 entry of this formula, charge and spin): 384.1 kJ/mol. Its multiplicity is 1. The gap between HOMO and LUMO is 7.45 eV. The value obtained for the total energy is -516.79281 Eh.